# C3H8N2O2

A molecular structure, C3H8N2O2 in a non-equilibrium geometry (wB97M-V/def2-TZVPD, OMol25).

- HOMO energy: -9.158 eV
- ΔE to the lowest compared entry with this formula, charge and spin: 274.4 kJ/mol
- Orbital gap: 9.8 eV

Last column: Mulliken charge in e.
CARTESIAN COORDINATES (ANGSTROEM)
O 0.6462 1.3026 0.9005  -0.663
O -1.6762 0.6315 0.6632  -0.642
N 2.3853 1.3261 -0.4761  -0.488
N 0.5132 -0.1446 -0.8646  -0.412
C -1.7925 -0.7384 0.8596  -0.290
C -1.0662 -1.1500 -0.4134  -0.256
C 1.1441 0.8030 -0.1310  0.641
H 1.0484 -0.4018 -1.7016  0.166
H -1.3390 -1.1313 1.7912  0.231
H -2.8740 -1.0533 0.9306  0.255
H 3.0579 0.7809 -0.9918  0.230
H 2.7857 1.8622 0.2879  0.245
H -0.4636 -2.0319 -0.4226  0.346
H -1.7239 -0.9835 -1.2700  0.230
H -0.6453 0.9287 0.8381  0.405

Atomic forces in eV per Å
0.30 -0.07 0.01
-0.21 1.34 1.39
-0.13 -0.40 -0.20
-0.78 -0.29 0.55
0.94 0.46 -0.50
1.49 0.20 -0.65
-0.25 -0.09 0.48
-0.84 -0.29 0.44
0.17 0.25 -0.34
0.98 0.14 -0.70
-0.20 -0.08 -0.05
-0.23 -0.18 -0.30
-0.16 -0.82 -0.17
0.68 0.07 0.02
-1.77 -0.26 0.02

---

# C4H10O2

2 unconnected molecules or ions with the total composition C4H10O2 in a non-equilibrium geometry (wB97M-V/def2-TZVPD, OMol25).

- HOMO energy: -9.693 eV
- SMILES: CC(C)C=O.O
- ΔE to the lowest compared entry with this formula, charge and spin: 212.7 kJ/mol
- Orbital gap: 10.4 eV

Last column: Mulliken charge in e.
CARTESIAN COORDINATES (ANGSTROEM)
O -1.4209 -1.3132 -3.6305  -0.646
O 1.5418 2.1277 0.0578  -0.417
C -0.2522 0.1823 2.1301  -1.379
C 0.7102 -0.0224 0.8779  0.530
C -0.1074 -0.3414 -0.3993  -1.278
C 1.4007 1.3009 0.8621  0.004
H 1.6445 1.5332 1.9849  0.183
H 1.2859 -0.9750 0.9583  0.265
H -0.5114 -1.4076 -0.3158  0.350
H -1.0272 0.1410 -0.3381  0.416
H -1.0340 -0.5470 2.3678  0.364
H 0.4261 -0.2272 -1.3702  0.224
H -0.8729 1.1088 2.1563  0.342
H -1.4022 -1.4550 -4.6670  0.320
H 0.4506 0.3056 2.9278  0.386
H -0.8316 -0.4106 -3.6020  0.336

Atomic forces in eV per Å
2.40 3.09 -3.27
0.25 1.69 -2.93
-0.13 0.29 -0.44
-2.57 -1.34 -1.19
0.52 -2.22 0.22
0.41 -1.52 4.80
0.35 0.07 -1.29
0.44 1.28 0.82
1.06 1.01 -0.26
-1.43 1.68 -0.53
0.74 -0.61 -0.35
-0.42 0.08 0.84
0.81 -0.17 -0.75
-0.20 0.21 3.14
-0.03 -0.25 1.05
-2.20 -3.30 0.15

---

# C6H6

A single C6H6 molecule (wB97M-V/def2-TZVPD, OMol25).

- HOMO energy (spin up / spin down): -8.348 / -8.255 eV
- ΔE to the lowest compared entry with this formula, charge and spin: 667.6 kJ/mol
- Orbital gap (spin up / spin down): 7.6 / 7.6 eV

Last column: Mulliken charge in e.
CARTESIAN COORDINATES (ANGSTROEM)
C 2.6908 0.3802 -0.9460  -0.460
C 0.2205 0.6353 -0.0191  -0.369
C 1.4036 0.8131 -0.6320  -0.079
C -0.2480 -0.5972 0.7121  -0.444
C -1.6777 -0.8191 0.4490  -0.539
C -2.8509 -0.9408 0.2055  0.192
H -0.0863 -0.5066 1.7931  0.248
H 3.4672 0.6955 -0.2215  0.196
H -3.8915 -1.0573 -0.0070  0.395
H 0.3245 -1.4655 0.3676  0.282
H -0.5403 1.3854 -0.2160  0.332
H 1.1882 1.4771 -1.4857  0.246

Atomic forces in eV per Å
-0.38 0.00 0.12
-0.01 0.02 -0.09
0.02 -0.25 -0.07
0.06 -0.08 0.08
-0.49 -0.08 -0.03
0.50 0.02 0.12
-0.04 -0.02 -0.05
-0.31 -0.08 -0.04
0.21 0.01 0.05
-0.09 0.09 0.13
0.03 -0.22 -0.05
0.51 0.60 -0.16

---

# C33H69Cl24N2O

13 unconnected molecules or ions with the total composition C33H69Cl24N2O in a non-equilibrium geometry (wB97M-V/def2-TZVPD, OMol25).

- HOMO energy: -11.598 eV
- Total charge: +1
- Orbital gap: 9.8 eV

Last column: Mulliken charge in e.
CARTESIAN COORDINATES (ANGSTROEM)
Cl 6.2515 1.8279 -3.6387  -0.058
Cl 9.2577 2.8344 -1.6868  -0.113
Cl -0.1155 5.4319 2.7920  -0.178
Cl -7.9959 -3.1193 -3.7897  -0.150
Cl -5.6929 -5.1356 1.3042  -0.214
Cl -10.4108 -6.7959 3.4679  -0.186
Cl -6.5446 0.6734 6.2309  -0.201
Cl -3.6372 -0.9643 2.5228  -0.252
Cl -6.0027 -2.7179 -1.0746  -0.172
Cl -3.9693 5.1444 6.6661  -0.184
Cl -8.7609 -7.7435 0.6439  -0.200
Cl 0.2899 5.9539 -0.5406  -0.166
Cl 7.2012 -0.4267 -6.0368  -0.072
Cl 7.9099 3.8158 1.2620  -0.210
Cl 6.0975 -2.4182 -1.4386  -0.264
Cl -2.1397 -4.1596 1.5682  -0.096
Cl -9.6221 -1.6340 -1.1924  -0.169
Cl 2.8966 1.9614 -3.7662  -0.199
Cl -6.3212 -2.3516 7.7895  -0.191
Cl -3.8738 1.8514 0.7330  -0.162
Cl -3.5713 4.8912 3.3049  -0.195
Cl 9.4436 -1.9764 -1.8801  -0.198
Cl -1.7860 -4.5018 -1.8138  -0.190
Cl 7.3447 2.3118 -8.0863  -0.179
O -0.2228 0.0974 -0.4089  -0.518
N 1.4314 1.7867 0.7179  0.291
N 5.7588 -0.4777 1.3786  -0.558
C 9.2826 2.6975 1.0368  -0.487
C 7.8131 -0.3571 -7.7133  -0.614
C -1.8055 -5.6637 0.6737  -0.527
C 8.1456 -1.4658 -2.9884  -0.457
C -5.9896 -2.0035 6.0747  -0.429
C 0.3266 2.4456 -0.0272  -0.577
C 10.1282 3.0796 -0.1491  -0.473
C 3.3581 3.3789 0.5204  -0.871
C -1.0973 6.4652 0.4648  -0.417
C 5.2673 2.2910 -5.0553  -0.472
C 0.2843 -0.3312 0.8452  -0.497
C -4.9311 -0.5625 1.3548  -0.015
C -0.7542 1.4135 -0.3471  -0.258
C 6.9052 -1.0425 -2.2476  0.304
C 5.1905 1.5689 0.1876  1.388
C 0.7723 0.8498 1.6832  -0.780
C -0.6750 6.8453 1.8586  -0.516
C -4.3907 0.2278 0.1990  -0.570
C 2.3157 2.7487 1.4311  -0.239
C -9.5008 -2.1660 -3.8729  -0.475
C 8.4915 0.9480 -8.0267  -0.440
C 4.0275 3.0361 -4.6344  -0.599
C -6.2530 -5.3445 -0.3830  -0.597
C 4.7791 0.5963 1.2895  0.086
C -0.9459 -5.4276 -0.5426  -0.434
C -9.5159 -1.0416 -2.8701  -0.464
C -9.0173 -7.9006 3.3651  -0.473
C -8.0625 -7.5040 2.2691  -0.293
C -3.7088 3.6503 5.7353  -0.437
C -5.3868 -0.6371 5.8784  0.077
C 4.0876 2.4132 -0.4199  -0.706
C -2.8008 3.8774 4.5532  -0.228
C -5.5471 -4.4196 -1.3361  0.069
H -5.0805 -0.5168 4.8419  -0.215
H 4.1090 3.8218 1.1700  0.480
H 3.5013 3.4233 -5.5045  0.453
H -7.3287 -5.1913 -0.3966  0.408
H 4.5708 3.0322 -1.1705  0.480
H -7.7680 -6.4629 2.3532  0.182
H -5.7059 -0.0176 1.8892  0.420
H 8.9569 0.8849 -9.0083  0.339
H -1.5486 7.3232 -0.0289  0.421
H -10.3873 -0.4122 -3.0411  0.347
H 5.8894 2.9266 -5.6839  0.193
H -5.8254 -4.6681 -2.3594  0.386
H 8.5272 -0.6243 -3.5642  0.204
H 5.0264 1.3886 -5.6099  0.349
H 1.4856 0.4671 2.4004  0.435
H 1.6757 3.5290 1.8270  -0.253
H 0.6868 2.9721 -0.9012  0.533
H -1.5237 7.2629 2.3971  0.294
H -8.5057 -7.8600 4.3251  0.317
H 2.9477 4.2060 -0.0482  0.409
H 1.1560 -0.9396 0.6187  0.401
H -1.8199 5.6528 0.4786  0.187
H 7.9416 -2.2888 -3.6682  0.405
H 4.2719 3.8674 -3.9781  0.317
H -0.1280 3.1801 0.6282  0.059
H -0.4465 -0.9094 1.4051  0.319
H -5.1543 0.3624 -0.5642  0.441
H -0.6630 -6.3828 -0.9811  0.332
H 6.9754 -0.5409 -8.3802  0.333
H -2.7624 -6.1121 0.4161  0.243
H 5.6139 0.9668 -0.6126  -0.574
H 1.9438 1.1811 0.0729  0.303
H 0.1282 7.5769 1.8511  0.412
H 5.6806 -0.9245 2.2863  0.258
H 6.1861 -0.6177 -2.9468  0.139
H -5.2918 -2.7621 5.7235  0.284
H -1.5262 1.4279 0.4195  -0.043
H 5.9970 2.1780 0.5750  -0.752
H -9.5635 -1.7586 -4.8803  0.314
H -0.0414 -4.8831 -0.2851  0.298
H 3.7787 0.1990 1.0425  -0.161
H 8.5275 -1.1714 -7.8191  0.333
H -1.8737 4.3612 4.8485  0.298
H -0.0292 1.3680 2.1908  0.459
H 5.5280 -1.2028 0.7067  0.075
H -6.0513 -6.3782 -0.6574  0.356
H -4.5169 -0.4923 6.5143  0.335
H -1.2356 1.6189 -1.2942  0.573
H -3.5351 -0.2709 -0.2535  0.352
H -3.2539 2.9272 6.4104  0.300
H -5.3485 -1.5021 0.9997  -0.109
H -4.4678 -4.4925 -1.2433  -0.253
H -2.5629 2.9226 4.0838  0.154
H 10.4368 4.1203 -0.1005  0.326
H -1.2837 -6.3322 1.3561  0.377
H 4.7272 1.1272 2.2339  0.359
H -9.3978 -8.9079 3.2173  0.327
H 9.2567 1.1862 -7.2927  0.309
H 3.4088 1.7822 -0.9914  0.254
H -8.6223 -0.4283 -2.9518  0.285
H 9.8766 2.7343 1.9478  0.386
H -4.6802 3.2717 5.4265  0.291
H 8.8792 1.6934 0.9263  0.277
H -6.9214 -2.1078 5.5247  0.344
H 11.0174 2.4530 -0.1804  0.299
H 7.1321 -0.2986 -1.4868  -0.100
H -10.3349 -2.8457 -3.7217  0.315
H 2.7935 2.2768 2.2739  0.454
H -7.1664 -8.1203 2.3208  0.331

Atomic forces in eV per Å
-0.03 0.27 -0.02
-0.04 0.00 -0.03
0.19 -0.10 0.04
-0.07 -0.05 -0.13
0.11 0.11 -0.08
-0.02 0.00 -0.01
0.01 0.04 0.02
0.08 0.00 0.06
0.09 0.05 0.03
-0.01 0.01 -0.01
0.00 0.02 -0.03
0.03 -0.02 -0.02
-0.02 0.03 -0.15
0.01 0.12 0.06
-0.03 -0.08 -0.03
0.01 0.09 -0.03
0.02 0.00 0.01
-0.19 -0.02 0.01
-0.02 0.00 0.00
-0.27 0.29 0.05
-0.04 0.04 -0.09
0.03 -0.03 0.04
0.00 0.05 0.00
-0.03 0.03 0.01
0.34 0.15 -0.26
-0.59 -0.28 1.06
-0.23 -0.14 0.53
0.05 -0.17 0.05
0.02 -0.19 -0.12
0.03 -0.09 0.02
0.04 0.02 0.00
0.01 -0.07 -0.05
-0.63 0.19 -0.34
0.09 -0.01 0.01
0.36 -0.35 -0.14
-0.14 0.02 0.03
-0.02 0.15 -0.11
0.04 0.34 -0.04
-0.24 -0.14 0.06
-0.16 -0.65 0.30
-0.06 0.05 -0.11
-0.16 -0.49 0.16
-0.09 -0.76 -0.44
-0.10 0.19 -0.03
0.07 -0.12 -0.11
0.39 0.88 -0.42
-0.10 0.01 -0.07
0.13 0.01 0.00
0.11 0.10 -0.03
-0.16 -0.08 -0.08
-0.03 -0.03 -0.68
0.08 -0.10 0.04
-0.02 0.08 -0.02
0.01 -0.07 0.03
0.07 -0.04 0.12
-0.05 -0.06 0.01
0.08 0.04 -0.07
0.33 0.46 0.12
0.09 -0.15 0.04
0.10 -0.11 -0.07
-0.03 -0.05 -0.03
0.07 0.16 0.17
0.00 -0.09 -0.04
0.00 0.04 0.05
-0.03 0.07 -0.27
-0.09 -0.01 -0.01
0.08 0.07 0.05
-0.03 -0.01 -0.02
0.06 0.03 -0.01
-0.03 -0.04 -0.01
-0.01 -0.02 0.07
-0.08 0.01 0.02
-0.03 0.01 0.07
0.03 -0.04 0.05
0.25 0.21 0.19
-0.25 0.03 0.10
0.42 -0.11 -0.13
-0.04 -0.09 0.01
0.03 0.04 -0.01
-0.33 0.06 -0.12
-0.01 -0.37 -0.01
0.03 -0.03 0.01
0.01 -0.03 0.04
-0.02 -0.03 0.06
0.23 0.28 0.22
-0.16 -0.15 0.05
-0.06 0.03 0.07
-0.05 -0.02 0.00
-0.05 0.03 0.04
-0.03 0.07 -0.03
0.08 -0.03 -0.17
0.32 0.31 -0.06
0.06 -0.06 -0.01
0.18 0.00 -0.01
0.05 -0.18 0.08
0.04 0.03 0.00
0.01 0.16 -0.03
0.14 0.26 -0.05
0.04 0.03 0.01
-0.02 0.05 0.00
-0.20 0.03 0.19
0.03 0.02 0.02
-0.04 0.09 0.01
-0.07 0.29 0.12
0.25 0.09 -0.13
0.03 0.00 0.01
-0.04 -0.01 0.08
0.03 0.05 -0.20
0.02 0.02 0.03
0.04 0.01 -0.01
0.14 0.01 0.06
0.02 0.05 0.05
-0.08 -0.02 -0.02
-0.06 0.03 -0.04
0.03 0.01 0.00
-0.08 -0.04 0.30
-0.05 0.02 -0.04
-0.04 0.03 0.04
-0.19 -0.10 -0.11
0.04 -0.04 0.02
0.02 0.07 -0.01
-0.01 0.03 0.00
-0.07 0.01 -0.03
-0.04 0.03 0.04
-0.03 -0.05 0.00
0.06 -0.07 0.05
0.03 -0.03 0.06
0.02 -0.58 0.08
-0.02 -0.04 0.01

---

# C2H4N4

A single C2H4N4 molecule in a non-equilibrium geometry (wB97M-V/def2-TZVPD, OMol25).

- HOMO energy: -10.637 eV
- SMILES: Cn1cnnn1
- ΔE to the lowest compared entry with this formula, charge and spin: 187.2 kJ/mol
- Orbital gap: 11.3 eV

Last column: Mulliken charge in e.
CARTESIAN COORDINATES (ANGSTROEM)
N -3.0367 0.0702 0.7035  -0.336
N -3.1418 -0.2952 -0.5895  -0.332
N -1.1195 0.2009 -0.1045  0.354
N -1.8615 0.3720 1.0136  -0.237
C 0.3391 0.6187 0.0106  -0.664
C -1.9384 -0.2804 -1.0518  -0.034
H 0.9029 0.1510 -0.8285  0.280
H 0.5632 0.4485 1.0463  0.282
H -1.6106 -0.4194 -2.0265  0.414
H 0.5324 1.7033 -0.0713  0.274

Atomic forces in eV per Å
-1.74 -0.05 0.32
-0.90 -0.83 0.10
1.84 0.80 1.05
1.21 0.28 -0.34
-1.27 0.15 -1.33
0.95 1.49 0.78
-0.17 -0.12 1.23
0.69 -0.95 0.15
0.29 -0.51 -1.54
-0.90 -0.26 -0.41

---

# C4H6N2O2

A single C4H6N2O2 molecule in a non-equilibrium geometry (wB97M-V/def2-TZVPD, OMol25).

- HOMO energy: -10.670 eV
- SMILES: CN[C@H](C#N)C(=O)O
- ΔE to the lowest compared entry with this formula, charge and spin: 186.0 kJ/mol
- Orbital gap: 11.1 eV

Last column: Mulliken charge in e.
CARTESIAN COORDINATES (ANGSTROEM)
O -0.9160 1.8965 -0.0048  -0.439
O 0.1344 1.7832 1.8874  -0.535
N -2.4724 -1.2936 1.7416  -0.375
N -0.0536 -0.5939 -0.8295  -0.485
C -1.4861 -0.9324 1.3058  0.069
C 1.3099 -0.2917 -1.1952  -0.977
C -0.1774 -0.3104 0.6670  0.414
C -0.3044 1.2305 0.9294  0.324
H 1.4866 0.8135 -1.3345  0.254
H 1.9240 -0.8442 -0.5687  0.409
H 1.3486 -0.5334 -2.2413  0.395
H -0.2445 -1.5485 -1.1523  0.292
H 0.6632 -0.5785 1.4049  0.245
H -1.2123 1.2030 -0.6098  0.409

Atomic forces in eV per Å
-0.91 0.07 -1.14
0.47 -0.44 0.73
-1.08 -0.54 0.53
-0.81 0.59 2.38
3.18 1.48 -1.95
-1.38 2.24 -2.34
-1.48 -1.19 1.16
0.62 -0.24 0.53
0.03 -0.91 1.25
2.06 -0.53 0.80
0.64 -0.89 -0.48
-0.30 0.41 0.98
-0.83 -0.16 -1.54
-0.23 0.13 -0.91